(1)
The following is a DFT calculation (the ωB97M-V functional and the def2-TZVPD basis) of a 10-piece molecular cluster, C43H111N5O14 overall.

Computed properties:
E_HOMO (eV): -8.51
2S+1: 1
Electronic energy (a.u.): -3031.71214
Relative energy (zero: lowest compared OMol25 entry of this formula, charge and spin) (kcal/mol): 0.0
Structure (SMILES): COC[C@H](C)N.COCCNCCOC.COCCNCCOC.COCCNCCOC.COCCNCCOC.CC(C)O.CC(C)O.CC(C)O.CC(C)O.CC(C)O
LUMO energy (eV): 0.45

Last column: Mulliken charge in e.
Geometry (Å):
C 5.746 -1.623 0.023  -0.83
O 4.756 -1.944 0.959  -0.39
C 4.324 -0.813 1.727  0.22
C 3.695 -1.227 3.047  0.35
C 4.544 -2.135 3.890  -1.67
N 2.502 -1.974 2.739  -0.64
H 6.073 -2.524 -0.496  0.27
H 6.576 -1.054 0.441  0.36
H 5.336 -1.035 -0.798  0.24
H 5.122 -0.105 1.948  0.59
H 3.639 -0.199 1.142  -0.37
H 3.287 -0.365 3.574  0.49
H 4.841 -3.061 3.396  0.26
H 4.067 -2.372 4.841  0.40
H 5.477 -1.647 4.173  0.42
H 2.912 -2.610 2.069  0.31
H 1.918 -1.295 2.271  0.27
C -0.194 4.997 0.191  -0.37
O -0.571 6.021 1.022  -0.37
C 0.530 6.691 1.680  0.03
C 0.095 8.136 1.866  -0.77
N 1.185 8.977 2.421  -0.37
C 0.782 10.375 2.480  -0.62
C -0.014 10.711 3.703  -0.69
O -1.265 10.062 3.762  -0.21
C -2.139 10.551 4.718  -0.78
H 0.263 5.401 -0.713  0.30
H -1.104 4.470 -0.093  0.06
H 0.507 4.289 0.633  0.24
H 1.448 6.743 1.095  -0.03
H 0.647 6.301 2.692  0.24
H -0.821 8.102 2.455  0.38
H -0.163 8.526 0.882  0.25
H 1.931 8.852 1.753  0.23
H 0.295 10.732 1.572  0.38
H 1.647 11.033 2.561  0.44
H -0.057 11.799 3.744  0.43
H 0.492 10.410 4.620  0.35
H -3.067 9.978 4.724  0.23
H -2.323 11.605 4.512  0.30
H -1.620 10.601 5.675  0.33
C -0.921 -2.334 4.067  -0.53
O -2.048 -3.078 4.490  -0.43
C -1.933 -4.442 3.987  -0.25
C -3.203 -5.278 4.276  -0.85
N -3.127 -6.569 3.538  -0.02
C -4.444 -7.164 3.443  -0.81
C -4.370 -8.635 2.956  -0.47
O -4.005 -9.363 4.163  -0.34
C -3.882 -10.764 4.051  -0.76
H -0.976 -1.280 4.340  0.41
H -0.771 -2.350 2.987  0.00
H 0.029 -2.690 4.465  0.45
H -0.988 -4.883 4.303  0.31
H -1.845 -4.430 2.901  0.17
H -4.022 -4.607 4.017  0.31
H -3.309 -5.602 5.311  0.41
H -2.482 -7.204 3.985  0.24
H -5.014 -6.626 2.685  0.40
H -4.876 -7.156 4.443  0.40
H -3.558 -8.669 2.229  0.24
H -5.314 -8.922 2.492  0.43
H -3.186 -11.162 4.789  0.25
H -3.450 -11.074 3.100  0.30
H -4.861 -11.200 4.250  0.26
C -4.353 -8.402 -1.510  -0.73
O -3.015 -8.213 -1.057  -0.43
C -2.715 -6.937 -0.509  0.40
C -1.371 -6.904 0.191  -0.84
N -0.479 -5.826 -0.133  -0.01
C -0.133 -5.776 -1.541  -1.00
C 1.044 -4.856 -1.847  0.59
O 2.316 -5.183 -1.323  -0.47
C 3.460 -4.532 -1.970  -0.57
H -4.569 -7.634 -2.253  0.30
H -5.168 -8.463 -0.790  0.23
H -4.260 -9.357 -2.028  0.28
H -3.542 -6.649 0.139  0.20
H -2.773 -6.319 -1.405  -0.09
H -0.947 -7.899 0.059  0.41
H -1.437 -6.883 1.279  0.22
H 0.374 -6.046 0.362  0.22
H -0.980 -5.587 -2.201  0.44
H 0.211 -6.754 -1.880  0.44
H 0.873 -3.905 -1.343  -0.59
H 1.153 -4.761 -2.927  0.42
H 3.500 -4.679 -3.050  0.36
H 4.417 -4.919 -1.619  0.29
H 3.483 -3.471 -1.721  0.10
C 5.399 4.603 -3.420  -0.77
O 4.941 3.438 -4.132  -0.33
C 3.706 3.663 -4.870  -0.10
C 3.381 2.454 -5.784  -0.95
N 2.906 1.256 -5.112  -0.23
C 1.598 1.321 -4.431  -0.32
C 1.296 -0.051 -3.808  0.25
O 1.107 -0.991 -4.839  -0.46
C 0.877 -2.309 -4.393  -0.64
H 5.665 5.387 -4.129  0.37
H 6.333 4.412 -2.892  0.28
H 4.679 4.952 -2.680  0.24
H 3.722 4.492 -5.577  0.39
H 2.821 3.859 -4.264  0.05
H 4.243 2.217 -6.409  0.41
H 2.722 2.809 -6.577  0.47
H 2.824 0.516 -5.795  0.27
H 0.782 1.561 -5.112  0.19
H 1.597 2.009 -3.585  0.20
H 0.329 -0.012 -3.306  -0.46
H 1.973 -0.429 -3.042  0.39
H 1.879 -2.525 -4.023  0.50
H 0.486 -2.867 -5.243  0.24
H 0.164 -2.489 -3.587  0.04
C -1.732 3.126 -3.495  -0.86
C -1.036 4.483 -3.657  0.79
C -0.893 4.849 -5.135  -1.48
O -1.810 5.421 -3.037  -0.57
H -2.130 2.972 -2.492  0.25
H -1.089 2.286 -3.760  -0.02
H -2.556 3.150 -4.208  0.46
H -0.067 4.441 -3.160  -0.04
H -0.334 5.781 -5.216  0.39
H -1.827 4.956 -5.687  0.44
H -0.311 4.047 -5.591  0.27
H -2.605 5.510 -3.567  0.38
C 0.262 -1.390 -0.051  -1.39
C 0.815 0.009 0.133  1.93
C -0.201 1.031 -0.412  0.22
O 1.166 0.279 1.479  -0.95
H 1.083 -2.107 -0.054  0.23
H -0.289 -1.629 -0.961  0.09
H -0.365 -1.669 0.796  -0.15
H 1.696 0.093 -0.504  -0.20
H 0.288 2.000 -0.517  0.19
H -1.035 1.165 0.276  -0.45
H -0.747 0.785 -1.323  -0.39
H 1.683 1.084 1.408  0.08
C -3.348 2.918 1.663  -0.94
C -3.538 1.432 1.872  1.18
C -2.548 0.863 2.910  -0.95
O -4.839 1.224 2.304  -0.62
H -2.419 3.126 1.132  -0.16
H -3.362 3.434 2.623  0.44
H -4.096 3.394 1.029  0.38
H -3.407 0.904 0.927  -0.40
H -1.526 1.166 2.685  0.16
H -2.650 -0.222 2.872  0.18
H -2.786 1.181 3.925  0.43
H -5.236 1.927 2.823  0.37
C 3.810 2.601 -0.388  -0.86
C 3.762 3.405 0.908  0.64
C 3.557 4.853 0.579  -1.26
O 2.693 2.908 1.746  -0.35
H 2.984 2.779 -1.076  0.13
H 3.940 1.529 -0.237  -0.20
H 4.699 2.840 -0.972  0.53
H 4.669 3.236 1.489  0.36
H 3.653 5.371 1.533  0.51
H 2.606 5.124 0.120  -0.02
H 4.416 5.137 -0.029  0.41
H 2.676 3.284 2.629  0.22
C -3.044 -0.955 -2.487  -1.50
C -2.930 -2.443 -2.618  1.57
C -4.268 -3.234 -2.444  -1.64
O -2.567 -2.606 -3.994  -0.59
H -2.195 -0.436 -2.932  0.38
H -3.111 -0.689 -1.432  0.20
H -3.992 -0.569 -2.860  0.50
H -2.062 -2.833 -2.086  -0.33
H -5.151 -2.704 -2.799  0.36
H -4.353 -3.564 -1.409  0.38
H -4.147 -4.247 -2.829  0.38
H -3.117 -2.027 -4.527  0.32

---

(2)
The following is a DFT calculation (the ωB97M-V functional and the def2-TZVPD basis) of a 9-piece molecular cluster, C43H111N9O16 overall.

Computed properties:
E_HOMO (eV): -8.52
2S+1: 1
Electronic energy (a.u.): -3400.97369
Relative energy (zero: lowest compared OMol25 entry of this formula, charge and spin) (kcal/mol): 148.5
Structure (SMILES): COCCNCCOC.COCCNCCOC.COCCNCCOC.COCCNCCOC.COCCNCCOC.COCCNCCOC.COCCNCCOC.NC(N)=O.O
LUMO energy (eV): 0.24

Last column: Mulliken charge in e.
Geometry (Å):
C -4.604 -3.859 0.428  -0.77
O -3.600 -4.808 0.357  -0.41
C -2.278 -4.113 0.437  -0.39
C -2.037 -3.235 1.664  -0.92
N -2.398 -1.803 1.490  -0.23
C -1.218 -0.907 1.400  -1.00
C -0.290 -1.075 0.219  -0.10
O 0.996 -0.429 0.559  -0.34
C 1.733 0.204 -0.491  -0.74
H -5.545 -4.380 0.610  0.28
H -4.804 -3.291 -0.480  0.29
H -4.568 -3.312 1.370  0.32
H -2.325 -3.623 -0.535  0.38
H -1.441 -4.806 0.359  0.34
H -1.006 -3.361 1.995  0.42
H -2.735 -3.684 2.370  0.46
H -3.007 -1.648 0.699  0.28
H -0.590 -0.992 2.287  0.41
H -1.620 0.105 1.353  0.35
H -0.867 -0.741 -0.643  0.30
H 0.048 -2.111 0.182  0.22
H 2.788 0.349 -0.256  0.26
H 1.437 1.201 -0.819  0.29
H 1.748 -0.431 -1.377  0.30
C 3.454 9.481 0.616  -0.70
O 3.473 9.445 -0.841  -0.33
C 2.904 8.311 -1.488  -0.52
C 3.064 8.311 -3.050  -0.67
N 2.159 9.231 -3.808  -0.37
C 1.904 8.917 -5.204  -0.52
C 3.188 9.090 -5.944  -0.53
O 3.151 9.182 -7.392  -0.36
C 4.376 9.249 -8.099  -0.79
H 2.501 9.136 1.017  0.31
H 3.519 10.551 0.813  0.24
H 4.265 8.905 1.062  0.27
H 1.826 8.369 -1.338  0.31
H 3.384 7.434 -1.055  0.34
H 2.757 7.345 -3.451  0.47
H 4.074 8.317 -3.459  0.39
H 2.633 10.122 -3.843  0.24
H 1.156 9.588 -5.626  0.29
H 1.695 7.901 -5.539  0.28
H 3.970 8.486 -5.484  0.38
H 3.662 10.034 -5.674  0.39
H 5.239 8.728 -7.684  0.32
H 4.805 10.224 -8.330  0.30
H 4.208 8.725 -9.040  0.27
C -6.695 -0.614 6.544  -0.69
O -7.839 0.251 6.478  -0.36
C -7.816 1.140 5.336  -0.43
C -6.870 2.304 5.700  -0.85
N -7.267 3.087 6.853  -0.32
C -8.631 3.671 6.697  -0.48
C -9.197 4.510 7.953  -0.74
O -9.762 3.629 8.951  -0.29
C -10.531 4.362 9.941  -0.73
H -5.781 -0.078 6.801  0.30
H -6.544 -1.197 5.635  0.31
H -7.066 -1.264 7.336  0.23
H -8.803 1.595 5.251  0.28
H -7.504 0.428 4.572  0.39
H -6.856 2.959 4.829  0.36
H -5.859 1.913 5.818  0.42
H -7.230 2.410 7.602  0.31
H -9.324 2.832 6.749  0.30
H -8.770 4.251 5.785  0.41
H -9.999 5.223 7.761  0.44
H -8.344 5.053 8.359  0.30
H -9.923 5.066 10.509  0.30
H -10.880 3.578 10.613  0.23
H -11.343 4.935 9.494  0.31
C 6.691 -1.236 -6.810  -0.74
O 6.730 -2.684 -6.874  -0.41
C 5.725 -3.146 -7.806  -0.54
C 5.646 -4.708 -7.734  -0.70
N 7.000 -5.211 -7.818  -0.34
C 7.341 -5.743 -9.173  -0.47
C 8.768 -6.349 -9.338  -0.66
O 8.786 -7.744 -9.139  -0.31
C 9.919 -8.304 -8.654  -0.74
H 6.669 -0.840 -5.795  0.24
H 5.849 -0.783 -7.333  0.35
H 7.673 -0.951 -7.188  0.26
H 5.922 -2.722 -8.791  0.37
H 4.708 -2.847 -7.550  0.43
H 4.986 -5.176 -8.465  0.34
H 5.171 -4.898 -6.772  0.35
H 7.471 -4.330 -7.671  0.30
H 7.374 -4.947 -9.917  0.26
H 6.588 -6.461 -9.499  0.40
H 9.457 -5.803 -8.693  0.35
H 9.221 -6.155 -10.310  0.36
H 10.452 -7.566 -8.055  0.32
H 10.588 -8.587 -9.467  0.27
H 9.587 -8.973 -7.860  0.29
C 15.348 -3.141 -4.016  -0.79
O 14.189 -2.508 -3.363  -0.32
C 13.680 -1.360 -3.970  -0.34
C 12.149 -1.263 -3.936  -0.86
N 11.702 -0.924 -2.606  -0.38
C 11.811 0.545 -2.294  -0.60
C 11.183 0.962 -0.957  -0.66
O 12.078 0.421 0.042  -0.31
C 11.429 0.451 1.327  -0.75
H 15.271 -3.357 -5.081  0.32
H 15.634 -4.036 -3.463  0.25
H 16.180 -2.438 -4.052  0.34
H 13.870 -1.411 -5.043  0.37
H 14.128 -0.404 -3.700  0.31
H 11.759 -2.249 -4.187  0.33
H 11.747 -0.634 -4.731  0.41
H 12.306 -1.422 -1.969  0.28
H 11.543 1.164 -3.150  0.52
H 12.860 0.828 -2.216  0.27
H 10.156 0.597 -0.919  0.36
H 11.063 2.045 -0.929  0.39
H 12.117 0.320 2.162  0.24
H 10.710 -0.366 1.286  0.31
H 10.918 1.393 1.525  0.30
C -11.550 -11.762 4.744  -0.77
O -11.869 -10.581 3.989  -0.35
C -11.215 -10.499 2.664  -0.64
C -9.687 -10.547 2.831  -0.46
N -9.047 -11.938 3.005  -0.32
C -7.591 -12.073 3.189  -0.57
C -6.876 -11.478 1.884  -0.50
O -5.923 -12.425 1.327  -0.37
C -5.380 -11.898 0.118  -0.75
H -11.852 -12.709 4.297  0.33
H -12.140 -11.817 5.659  0.30
H -10.495 -11.856 4.999  0.25
H -11.498 -9.547 2.216  0.31
H -11.595 -11.302 2.032  0.34
H -9.437 -9.869 3.647  0.26
H -9.223 -10.100 1.952  0.44
H -9.558 -12.593 3.580  0.23
H -7.331 -13.124 3.313  0.44
H -7.258 -11.450 4.019  0.24
H -6.361 -10.580 2.224  0.35
H -7.634 -11.216 1.146  0.35
H -4.940 -10.905 0.208  0.29
H -6.171 -11.751 -0.618  0.30
H -4.743 -12.592 -0.431  0.30
C -2.415 11.248 5.547  -0.76
O -2.722 9.985 6.098  -0.29
C -3.854 9.342 5.502  -0.67
C -4.237 8.011 6.101  -0.73
N -3.385 6.849 5.613  -0.43
C -1.952 6.904 6.070  -0.51
C -1.128 5.674 5.599  -0.41
O 0.151 5.860 6.000  -0.29
C 1.009 4.699 5.928  -0.70
H -2.139 11.221 4.493  0.31
H -1.576 11.737 6.044  0.25
H -3.280 11.903 5.648  0.31
H -3.777 9.324 4.415  0.36
H -4.751 9.955 5.589  0.52
H -5.261 7.697 5.896  0.44
H -4.308 8.001 7.188  0.38
H -3.877 6.042 5.969  0.23
H -1.939 7.043 7.151  0.25
H -1.498 7.805 5.656  0.23
H -1.027 5.564 4.519  0.34
H -1.568 4.755 5.987  0.34
H 1.151 4.448 4.877  0.28
H 0.418 3.891 6.359  0.31
H 1.949 4.802 6.470  0.24
N -5.290 1.988 -3.155  -0.43
C -5.133 0.696 -3.261  0.68
N -4.017 0.361 -3.926  -0.42
O -5.976 -0.013 -2.852  -0.61
H -6.170 2.180 -2.698  0.23
H -4.678 2.645 -3.618  0.17
H -3.332 1.091 -4.061  0.18
H -3.917 -0.614 -4.170  0.22
O -8.929 -2.478 -4.992  -0.64
H -9.366 -3.237 -4.606  0.32
H -8.308 -2.192 -4.323  0.32